# 1
The following is a quantum chemistry calculation of a molecular structure, C28H33AsN2O10P2Pd, from the OMol25 dataset.

HOMO level ... -0.0366 hartree
Gap between HOMO and LUMO ... 5.49 eV
Charge ... -2

CARTESIAN COORDINATES (ANGSTROEM)
H  5.04044  2.37595  -1.45607
C  -1.67680  -2.43055  -3.27576
As  -0.66540  2.06306  -2.10340
P  0.14311  -0.86321  2.50720
O  -1.19542  -4.74700  0.95591
H  6.17120  -1.48631  0.22409
H  0.44449  -2.71732  -3.10827
H  5.33707  -0.53908  -2.39065
H  6.44388  0.28476  -1.28383
C  -1.76076  2.46565  -0.54823
H  1.03739  -3.71431  2.89874
H  -2.14578  4.72856  -2.25238
H  -3.75118  -1.84513  -3.32686
C  4.39934  -2.21112  1.22447
C  -2.28160  4.27617  -3.22730
H  -3.33206  5.98054  -3.99162
H  -1.88188  -3.46153  -3.54049
Pd  -0.19543  -0.48174  -0.39379
C  -2.73184  -1.51994  -3.15273
P  -0.95865  -3.15453  0.73212
H  -4.12526  1.33347  1.58994
O  2.87633  -1.36419  -1.67955
H  -1.93918  5.01510  1.69016
H  4.76793  -3.21986  1.43012
O  5.77443  0.87446  1.29949
N  2.16513  0.51893  -0.65982
C  -2.18053  4.07610  1.20530
C  2.39474  1.49235  0.24383
C  4.55485  -0.26155  -0.43469
O  -0.86780  0.11075  1.95569
C  5.40608  0.23590  -1.62392
C  -2.68476  3.14551  -5.71614
H  -2.87481  0.63300  -0.41177
C  -0.69496  -2.51808  2.42878
C  5.10684  -1.62034  0.01197
H  -3.69568  4.97310  -6.23204
H  -0.66610  4.29392  -0.29565
C  4.97390  1.57995  -2.20228
H  3.94109  1.54359  -2.55368
H  0.13257  -3.12506  4.30419
H  -3.30649  0.48285  -2.68896
H  3.31849  -2.26052  1.08230
N  3.64333  1.51629  0.93199
C  4.72079  0.74179  0.68508
H  -0.58246  -0.07509  4.33978
O  1.63407  2.41184  0.49957
C  -1.79824  2.98835  -3.46227
H  -3.68729  3.53413  2.63622
H  5.00959  -2.28956  -0.84332
H  -1.64982  1.44151  -4.94256
C  -2.00992  2.43809  -4.72700
C  3.09995  -0.39682  -0.94369
C  -2.71193  1.62213  0.01138
C  -1.47735  3.68108  0.07483
H  4.56963  -1.60452  2.11586
O  0.18725  -0.60900  4.12541
C  0.03960  -3.53242  3.29762
C  -3.16553  4.42298  -5.46339
O  0.43420  -3.23758  -0.01284
C  -0.10815  -0.69333  -2.66609
H  -0.51066  -4.47277  3.33576
O  1.53536  -1.01218  2.01914
H  0.92604  -0.37772  -2.56610
H  3.71971  2.21701  1.65397
H  0.82128  -2.35366  -0.28217
H  5.61081  1.86156  -3.04478
C  -3.40684  2.01235  1.14733
H  -2.06493  -4.92831  0.58598
H  -2.35987  -1.56614  2.51843
H  -2.83846  2.68817  -6.68724
C  -0.38485  -2.02457  -3.03647
C  -1.16651  0.22421  -2.53055
C  -2.48200  -0.21695  -2.77735
C  -3.15371  3.24262  1.73863
C  -2.96047  4.98557  -4.21022
O  -2.02478  -2.36001  2.96599
O  -2.13880  -2.59462  0.04168



# 2
The following is a quantum chemistry calculation of a molecular structure, C28H33IrN8O4S at a distorted geometry, from the OMol25 dataset.

HOMO level (spin up / spin down) ... -0.4280 / -0.4873 hartree
Gap between HOMO and LUMO (spin up / spin down) ... 6.46 / 5.92 eV
Expectation value of S² ... 6.05
Multiplicity ... 5
Charge ... +2

CARTESIAN COORDINATES (ANGSTROEM)
H  4.13665  -2.65657  1.33226
H  2.26501  -5.59500  -4.64180
N  4.18539  -2.13498  2.18762
H  -3.19585  3.97616  -1.67463
H  -3.62131  2.39416  -2.34628
C  -3.94775  -2.18927  3.98386
H  -4.65009  -3.01223  1.27955
H  0.15061  4.10714  1.46956
N  1.66304  0.41011  1.74465
H  3.63972  0.89459  -2.98902
N  -2.73325  2.31260  -0.47670
C  3.52155  1.81352  -2.43679
H  -2.57792  -1.44389  -2.48504
O  -0.80247  -1.22638  1.02397
C  2.30605  3.11079  -0.76561
C  3.38644  -1.09154  2.42552
O  1.25828  3.12175  0.10671
Ir  0.24792  0.69999  0.22250
H  -5.86510  -2.02881  2.93807
C  -2.54253  -2.07385  3.39298
C  2.75135  0.58758  3.82395
C  1.81409  1.04954  2.90449
C  4.20850  4.04319  -1.89911
H  4.84595  -2.41171  2.89507
H  -2.40934  -3.36901  1.62754
C  0.22199  -3.18505  -3.39306
C  -2.03987  -1.29556  0.98680
H  3.08148  5.07596  -0.41531
H  -4.10646  -1.40943  0.85789
H  -4.60487  3.08492  -1.05421
H  3.31394  -2.02916  -2.53096
C  1.03292  4.30147  0.86196
C  2.93635  -3.85787  -3.57914
H  0.83860  5.16110  0.21565
C  3.18285  4.16050  -0.97284
H  -0.13177  -5.01793  -4.44202
O  -0.93670  0.34338  -1.55127
O  -2.83312  -0.60555  0.33328
H  2.29469  -1.16376  0.55223
C  1.96207  -4.69001  -4.13626
H  -1.89439  -3.52100  -3.61465
H  -2.14277  -1.06910  3.53668
C  0.82772  -1.08020  -2.28289
H  -2.93234  4.06381  2.21136
C  -0.58748  -0.74504  -2.13153
C  -1.15007  -2.83589  -3.23991
H  2.88915  1.06348  4.78250
C  2.57177  -2.68521  -2.96180
H  -4.06104  -1.61426  4.89753
H  -2.26964  1.45594  -0.78148
H  -3.84428  4.28724  0.75798
C  -4.84102  -1.66617  2.86757
C  0.62384  -4.36288  -4.03409
H  1.19290  1.90851  3.09743
C  -2.50263  2.73159  0.74895
H  1.88330  4.51479  1.51298
C  2.47618  1.90292  -1.49585
H  3.97484  -4.14290  -3.63372
N  1.78819  -0.26367  -1.87740
C  -3.58596  2.98395  -1.43419
C  -1.53401  -1.68748  -2.61799
C  2.42200  -0.64209  1.49129
N  -4.18971  -2.17366  1.63087
H  5.17173  2.79111  -3.35389
H  -1.85186  -2.78214  3.84144
H  -4.83835  -0.57458  2.83987
H  4.88423  4.87108  -2.03667
C  -2.74227  -2.36731  1.90043
C  4.37117  2.87323  -2.63488
N  -3.14037  3.78212  1.26869
N  1.60797  0.88450  -1.30401
S  -1.36792  1.93972  1.76033
N  3.51224  -0.45360  3.59059
C  1.21619  -2.31704  -2.87655
H  -4.18437  -3.23066  4.19892



# 3
The following is a quantum chemistry calculation of a single C28H33N3O3S molecule at a distorted geometry, from the OMol25 dataset.

HOMO level ... -0.3143 hartree
Gap between HOMO and LUMO ... 8.96 eV

CARTESIAN COORDINATES (ANGSTROEM)
C  4.37784  -2.36029  -0.81269
H  5.35023  -0.56474  -2.53211
C  -0.32678  2.45198  0.13548
C  -2.82608  3.27121  -0.65897
N  2.22647  2.50245  -0.58153
N  -3.79134  -0.08955  0.16977
C  5.20844  -1.28630  -0.51605
H  -3.70903  1.91129  1.90388
C  -3.15095  -0.10134  1.42650
C  2.15590  1.69655  -1.78077
H  0.21571  4.50546  0.18512
H  -4.92011  -1.73286  0.74399
H  -1.35418  -2.13277  3.44120
C  5.40933  -0.17161  -1.51297
C  -1.83198  4.21068  -0.43573
C  4.47103  1.61087  -0.14672
H  -3.11612  -2.40339  -0.94694
H  6.02103  -2.14919  2.65570
H  -6.25747  -2.39929  -2.94044
C  -2.52497  1.03118  3.45368
H  -3.81045  3.57707  -0.98118
C  4.13344  -3.34505  0.12771
C  -4.97810  -3.33690  -1.47755
H  -5.62494  -0.72081  -0.54249
H  3.48389  -4.17276  -0.11764
H  -4.03472  -1.52769  -2.17260
H  3.92400  -2.42949  -1.79137
H  5.50257  1.90825  0.05527
O  1.65211  2.66257  1.85711
H  -1.34633  -0.09846  4.83780
H  -6.87504  -3.93019  -2.31621
C  -6.35367  -3.01388  -2.04875
S  1.29026  1.91990  0.68559
C  -1.86398  -1.24268  3.10497
H  3.55395  3.37254  0.71902
H  -2.54195  1.91907  4.06726
C  -3.17724  1.03195  2.23549
H  -5.09210  -3.88217  -0.53712
C  4.71824  -3.27001  1.37986
C  -4.70292  -1.17384  -0.16814
C  -3.67032  0.92661  -0.72560
H  -6.96232  -2.47778  -1.32562
C  -2.50643  -1.24741  1.88062
C  3.07320  0.47454  -1.70611
H  2.44870  2.33216  -2.62219
H  -2.49111  -2.13599  1.26871
C  -0.57543  3.80274  -0.01983
H  6.45781  -0.40482  0.98245
H  -1.04598  0.46572  0.03475
C  -1.86031  -0.10256  3.88929
H  4.52539  -4.03661  2.11585
C  5.55579  -2.21053  1.68260
H  2.68326  -0.20729  -0.93501
C  -1.30210  1.50603  -0.09021
H  3.07023  -0.03622  -2.67229
H  1.11811  1.38399  -1.90999
O  1.28336  0.48394  0.77632
C  -2.57893  1.91692  -0.46145
C  3.58876  2.85414  -0.23897
H  -2.04090  5.25974  -0.58016
H  3.96475  3.52709  -1.01517
O  -4.37841  1.01251  -1.71218
N  4.43061  0.90720  -1.41673
C  5.79804  -1.22638  0.74094
C  -4.12112  -2.09381  -1.24396
H  6.39560  0.28107  -1.37539
H  -4.44976  -3.99033  -2.17540
H  4.10549  0.98758  0.68730